Entry 1:
DFT (wB97M-V/def2-TZVPD) results for a 8-piece molecular cluster, C18H54N2O10 overall.

Structure (XYZ):
```
84
Properties=species:S:1:pos:R:3:forces:R:3:mulliken_charge:R:1
C -4.4344 0.0361 1.5289 1.145 0.242 1.870 -0.3905
O -3.8833 0.3313 2.8418 -0.316 -0.417 0.005 -0.3821
C -3.3501 1.6460 2.9302 -0.181 -0.783 -0.886 -0.4809
C -2.7266 1.9268 4.2714 -1.224 0.874 0.186 -0.6292
N -3.7470 1.8817 5.3127 -1.081 1.020 -1.187 -0.3147
C -3.2704 1.9982 6.6460 0.253 -0.974 0.719 -0.7096
C -4.2997 2.0543 7.7762 -0.300 -1.004 -0.512 -0.6093
O -5.0621 0.7826 7.7779 1.150 1.339 -0.315 -0.2813
C -5.9131 0.5609 8.8686 0.289 0.355 0.881 -0.7670
H -4.7446 -1.0086 1.5483 -0.062 0.135 -0.026 0.2908
H -3.5679 0.1577 0.8788 -0.522 0.149 -0.839 0.0079
H -5.2849 0.6990 1.3700 0.096 0.030 -0.554 0.3335
H -4.1405 2.3567 2.6890 -0.300 0.287 0.476 0.3183
H -2.6380 1.8071 2.1209 0.559 -0.157 -0.055 0.3762
H -2.4525 2.9735 4.1390 0.485 0.202 0.332 0.2459
H -1.8259 1.3673 4.5240 0.137 -0.439 -0.237 0.3902
H -4.3488 1.0777 5.2057 0.101 -0.126 0.054 0.2631
H -2.6036 2.8420 6.8237 -0.028 0.299 -0.481 0.3776
H -2.6599 1.0997 6.7354 0.490 -0.205 1.214 0.4089
H -4.9192 2.9507 7.7462 -0.685 -0.197 -0.691 0.3611
H -3.7268 2.2814 8.6752 0.091 -0.979 0.575 0.4026
H -6.8655 1.0850 8.7896 -0.097 0.117 -0.120 0.2841
H -5.4206 0.8647 9.7923 0.014 0.366 0.234 0.3053
H -6.1048 -0.4964 9.0515 0.033 -0.147 -0.708 0.2488
C 3.8483 -2.6043 -5.7574 -1.405 -0.056 -0.885 -0.9120
O 4.2446 -2.2357 -4.4808 2.221 -0.345 0.397 -0.1733
C 5.4649 -1.4701 -4.5770 -0.135 1.353 1.381 -0.8838
C 5.8613 -0.8649 -3.1755 0.136 -0.714 -1.835 -0.5074
N 5.3019 0.4516 -2.9592 1.055 0.068 0.642 -0.4342
C 6.0682 1.1753 -1.9326 -1.375 1.701 0.871 -0.5902
C 5.1651 2.3674 -1.4494 -0.955 -1.522 -0.342 -0.7002
O 3.9220 1.7267 -1.1881 -0.255 -1.129 -0.534 -0.2230
C 2.8407 2.5554 -0.9581 -0.573 0.853 1.462 -0.7660
H 4.5004 -3.2358 -6.3608 0.966 0.402 0.159 0.3311
H 3.5795 -1.6701 -6.2503 0.036 -0.152 -0.758 0.3728
H 2.9644 -3.2421 -5.7537 -0.380 0.269 0.667 0.2726
H 5.3304 -0.6649 -5.2992 -0.562 0.541 0.214 0.4202
H 6.3840 -1.8766 -4.9989 -0.291 -1.646 0.087 0.4169
H 6.9499 -0.8104 -3.1828 0.102 0.161 0.019 0.5170
H 5.6032 -1.5712 -2.3863 -0.141 -0.255 0.115 0.2427
H 4.4130 0.2774 -2.5124 -0.407 0.471 -0.228 0.2277
H 7.0472 1.5889 -2.1749 -0.028 -0.284 -0.835 0.4251
H 6.2308 0.6087 -1.0157 0.029 -0.551 0.161 0.2921
H 4.8917 3.0875 -2.2207 0.926 0.417 -0.101 0.4296
H 5.4756 2.7838 -0.4911 0.581 0.481 -0.229 0.3624
H 2.6566 3.4081 -1.6116 0.541 -0.101 -0.714 0.3325
H 3.0227 2.9927 0.0236 -0.412 0.378 0.420 0.3691
H 1.8931 2.0186 -0.9129 0.251 -0.404 -0.097 0.1095
O -1.9909 -1.3318 -1.1990 -0.683 0.185 0.210 -0.4620
H -1.8844 -1.7401 -0.3399 -0.057 -0.204 0.182 0.2582
H -1.3183 -1.7402 -1.7439 0.638 0.056 -0.353 0.2116
O -0.5447 1.0104 -0.3960 -0.123 0.936 0.123 -0.7219
H -1.3945 0.6374 -0.6306 -0.300 -0.282 -0.204 0.1510
H -0.0433 0.2697 -0.0551 0.402 -0.340 0.149 0.5801
O -0.2959 1.0491 -3.2152 0.191 -0.099 -0.715 -0.6502
H -0.7773 1.8617 -3.0599 -0.144 0.103 0.055 0.2874
H -0.1668 0.6763 -2.3430 0.070 0.037 0.390 0.3845
C 3.2422 -1.4325 -0.0197 0.552 -0.214 0.031 -1.0391
C 2.2826 -1.1217 1.0867 -0.220 -0.392 0.312 -0.1282
O 0.9359 -1.0790 0.5664 0.270 0.154 0.077 -0.4458
H 3.3796 -2.5102 -0.1075 -0.114 0.028 -0.392 0.3029
H 4.2030 -1.0174 0.2848 0.111 0.061 -0.318 0.3060
H 2.9196 -0.9908 -0.9625 0.286 0.034 0.002 0.2476
H 2.5954 -0.1773 1.5321 -0.600 0.090 0.234 0.3510
H 2.3307 -1.9429 1.8019 0.031 0.305 0.394 0.2479
H 0.2799 -1.4309 1.1726 0.273 -0.049 0.368 0.1774
C -4.9209 1.1090 -2.3769 1.100 0.802 0.072 -0.6610
C -4.5054 0.2943 -3.5786 -1.741 0.136 -1.154 -0.3854
O -3.4972 0.8850 -4.4821 -0.511 -1.123 1.865 -0.4970
H -5.3968 2.0261 -2.7242 0.146 0.239 0.347 0.3477
H -4.0048 1.3031 -1.8190 0.000 0.543 0.145 0.0200
H -5.5772 0.6267 -1.6526 -0.188 -0.413 -0.446 0.2836
H -5.4118 0.1963 -4.1761 -0.175 -0.083 -0.322 0.3413
H -4.3984 -0.7267 -3.2123 1.548 -0.045 -0.574 0.2738
H -3.9485 1.5284 -5.0334 -0.186 -0.040 0.081 0.2868
C 2.0678 -4.1519 -2.4428 -0.887 -1.138 0.150 -0.9477
C 0.6376 -3.5056 -2.2067 2.398 1.230 -0.547 -0.3685
O 0.8962 -2.0913 -1.9255 -1.283 -0.880 -0.837 -0.3896
H 2.7210 -3.6431 -3.1518 -0.528 0.467 -0.006 0.0874
H 2.0248 -5.1898 -2.7728 -0.578 -0.146 -0.531 0.4207
H 2.6876 -4.3420 -1.5665 -0.339 0.775 0.641 0.2828
H -0.0381 -4.0126 -1.5179 0.514 -0.027 0.749 0.3862
H 0.0257 -3.4720 -3.1081 0.473 -0.075 -0.383 0.3343
H 1.2165 -1.8949 -1.0421 -0.322 -0.555 0.234 0.1458
```
Forces are in eV/Å.

Properties
SMILES string = COCCNCCOC.COCCNCCOC.CCO.CCO.CCO.O.O.O
E_HOMO = -0.3085 hartree
Electronic energy = -1579.89417 hartree
HOMO-LUMO gap = 8.51 eV
Energy above the lowest of the compared OMol25 structures with the same formula, charge and spin = 438.4 kJ/mol
Spin multiplicity = 1



Entry 2:
DFT (wB97M-V/def2-TZVPD) results for C18H55O12Ti as an isolated structure.

Structure (XYZ):
```
86
Properties=species:S:1:pos:R:3:forces:R:3:mulliken_charge:R:1
Ti 2.9748 2.6543 -0.8076 -1.480 -1.211 0.317 0.1301
C -0.3622 -0.0284 -0.0198 -1.136 -0.808 -0.008 1.0280
C 0.7952 0.8390 -0.3649 0.067 -0.057 0.659 0.7017
O 0.5976 1.9377 -0.9460 0.820 0.640 -0.458 -0.3216
O 1.9551 0.5414 0.0413 0.911 0.486 -0.378 -0.5031
H -0.1533 -1.0331 0.3437 0.705 0.229 0.077 -0.1766
H -1.0503 -0.2096 -0.8487 0.169 0.466 -0.235 -0.7772
H -0.9792 0.4538 0.7457 0.130 0.226 -0.022 -0.0132
C 0.4022 -1.9693 2.9862 0.102 -0.029 -0.414 0.1333
O -0.0240 -2.8153 4.0272 -0.153 -0.389 0.040 -0.5942
H -0.3623 -1.2536 2.6683 0.011 0.206 0.345 -0.0012
H 1.3397 -1.4611 3.2223 -0.095 0.183 0.005 0.1674
H 0.5751 -2.5908 2.1044 0.106 -0.181 0.141 0.0269
H -0.1520 -2.3244 4.8419 0.031 0.211 -0.074 0.3230
C -2.1138 2.1607 4.0028 -0.602 -1.252 -0.076 -0.2481
O -1.2528 2.0336 5.1267 0.118 0.610 -0.285 -0.5435
H -1.7717 1.4982 3.2002 0.033 0.252 -0.191 -0.0598
H -3.0778 1.7466 4.3056 0.034 0.118 0.072 0.3409
H -2.3207 3.1534 3.6006 0.430 0.223 0.295 0.2355
H -0.3620 2.2489 4.8281 -0.034 -0.033 0.143 0.3092
C 1.0409 -1.6791 -2.9669 -0.061 0.934 -0.045 0.8650
O 2.1252 -2.5728 -2.9770 -0.130 -0.010 0.169 -0.6076
H 0.1408 -1.9789 -2.4127 0.527 -0.349 -0.107 -0.3510
H 1.3494 -0.7180 -2.5279 -0.058 0.033 -0.112 -0.2965
H 0.7068 -1.4616 -3.9845 0.173 -0.152 -0.055 0.2556
H 2.6941 -2.3394 -2.2220 -0.171 -0.366 -0.107 0.4978
C 0.5950 2.5186 -4.2725 -0.365 -0.543 0.374 -0.3527
O -0.2229 3.3007 -3.4205 0.151 0.257 0.040 -0.5602
H 0.9485 1.6173 -3.7568 0.138 0.085 0.015 -0.0591
H -0.0311 2.1476 -5.0845 0.208 0.213 -0.277 0.2534
H 1.4543 3.0830 -4.6388 -0.060 0.030 -0.165 0.2743
H -0.1012 2.9952 -2.5166 -0.100 -0.108 -0.008 0.4085
C -5.0033 0.1032 -0.5410 -0.663 0.602 0.276 -1.1965
C -4.0470 1.2790 -0.6816 0.662 -1.118 -0.361 0.6684
O -3.7900 1.8066 0.6016 -0.202 0.103 0.231 -0.5430
H -5.9632 0.4827 -0.1777 -0.036 -0.065 -0.056 0.4040
H -4.6534 -0.6012 0.2086 0.252 0.043 0.012 0.0990
H -5.1836 -0.4335 -1.4710 0.182 0.110 -0.127 0.3878
H -4.4024 2.0196 -1.4056 -0.177 0.097 0.222 0.3322
H -3.1073 0.8766 -1.0937 -0.036 0.149 -0.107 -0.4288
H -3.0527 2.4247 0.5374 0.068 0.258 -0.075 0.3829
C -0.0419 4.4535 1.7765 0.900 -0.049 0.152 -0.6559
C -0.6350 4.6102 0.3963 0.061 0.367 0.305 -0.2510
O -1.4395 3.5060 0.0320 0.166 -0.019 -0.209 -0.4851
H 0.6542 3.6084 1.8521 -0.135 -0.122 -0.221 0.0537
H -0.7788 4.3026 2.5608 -0.172 0.248 -0.087 0.0317
H 0.5773 5.3320 1.9850 -0.219 0.068 0.237 0.4078
H 0.1642 4.7730 -0.3375 0.032 -0.182 -0.065 0.2153
H -1.2087 5.5388 0.3706 -0.381 -0.238 -0.073 0.3916
H -0.7998 2.8549 -0.3096 -0.384 -0.074 -0.016 0.0379
C 5.2007 -3.4591 -0.3024 0.747 0.267 0.234 -1.5697
C 4.3954 -2.3533 0.3809 0.783 -0.979 -0.480 0.1026
O 3.3304 -1.9953 -0.4861 -0.077 0.613 0.364 -0.3731
H 5.6691 -3.1082 -1.2245 -0.507 0.022 -0.231 0.3579
H 4.6191 -4.3613 -0.4722 -0.119 0.063 -0.137 0.3363
H 6.0823 -3.7327 0.2899 -0.334 -0.035 0.329 0.4293
H 5.0741 -1.5135 0.5614 -0.203 0.118 0.068 0.2756
H 4.0361 -2.7442 1.3392 -0.194 0.260 -0.005 0.2185
H 2.9838 -1.1339 -0.1973 -0.218 -0.213 -0.110 0.2120
C -2.1820 -0.4241 -4.0083 0.020 0.227 0.013 -0.3861
C -2.5537 -1.9007 -3.9714 0.248 0.427 0.066 -0.3448
O -3.6421 -2.1370 -3.1055 0.018 -0.110 0.195 -0.5442
H -1.8527 -0.0651 -3.0301 0.122 -0.097 0.063 -0.1602
H -3.0387 0.1993 -4.2697 -0.078 -0.148 -0.088 0.3838
H -1.3877 -0.2176 -4.7309 0.012 -0.077 0.030 0.3025
H -1.6769 -2.4929 -3.6861 -0.043 -0.071 0.021 0.1573
H -2.8270 -2.2206 -4.9771 -0.215 -0.096 0.046 0.3692
H -3.3366 -2.1808 -2.1783 -0.200 -0.084 -0.426 0.2912
C -1.1138 -3.4943 -0.6320 -0.234 -0.650 -0.081 -0.4832
C -2.2063 -3.1928 0.3820 0.355 0.049 -0.324 -0.0006
O -3.3311 -2.7213 -0.3642 0.100 -0.131 0.175 -0.4950
H -1.0021 -2.6295 -1.2863 0.129 -0.130 0.255 -0.7701
H -1.3526 -4.3484 -1.2719 -0.395 0.138 0.004 0.4042
H -0.1647 -3.7972 -0.1858 0.051 0.501 0.205 0.3629
H -1.8511 -2.4053 1.0552 -0.151 -0.039 0.120 0.0521
H -2.4787 -4.0622 0.9821 0.060 -0.052 -0.032 0.4119
H -4.1343 -2.8201 0.1543 -0.002 0.068 -0.020 0.2602
C 4.6513 1.3528 3.7916 0.240 -0.028 0.523 -1.4711
C 3.8878 0.4200 2.8696 0.052 0.522 -0.205 0.2184
O 2.5399 0.8770 2.7870 0.004 -0.153 -0.023 -0.3913
H 5.6162 0.9494 4.1099 0.013 -0.120 -0.315 0.3957
H 4.1061 1.4984 4.7271 -0.225 -0.062 -0.130 0.3255
H 4.8294 2.3453 3.3775 -0.121 -0.062 -0.209 0.2880
H 3.9602 -0.6122 3.2297 -0.195 0.016 0.055 0.2242
H 4.2932 0.4355 1.8486 0.300 -0.064 0.160 0.0897
H 2.2102 0.6143 1.9132 -0.077 0.019 0.175 0.1832
```
Forces are in eV/Å.

Properties
E_HOMO (spin up / spin down) = -0.2907 / -0.3559 hartree
Electronic energy = -2470.96410 hartree
HOMO-LUMO gap (spin up / spin down) = 6.77 / 8.35 eV
Spin multiplicity = 4
⟨S²⟩ = 3.751



Entry 3:
DFT (wB97M-V/def2-TZVPD) results for C18H56LiN15O13 as an isolated structure.

Structure (XYZ):
```
103
Properties=species:S:1:pos:R:3:forces:R:3:mulliken_charge:R:1
Li -4.0627 1.4108 -0.0486 1.088 0.067 0.021 0.8469
C 0.1607 1.0776 0.5115 0.177 1.298 -0.825 0.0882
C -1.2675 1.5197 0.3404 -1.669 -1.018 2.014 0.4903
O -1.7441 2.5261 0.9623 0.928 -0.562 -1.119 -1.0774
O -2.0679 0.6889 -0.2116 -0.753 0.695 -0.541 -1.0837
H 0.7427 1.9036 0.0851 0.409 -0.235 0.090 -0.0738
H 0.3732 0.1668 -0.0386 -0.068 -0.026 0.065 0.0796
H 0.4323 1.0245 1.5647 -0.188 -0.090 0.051 0.3513
C -2.0923 1.3720 4.6705 0.396 -0.151 0.949 0.2611
O -2.6955 0.9694 5.6656 -0.039 0.146 -1.117 -0.6908
N -2.3508 1.0689 3.3692 -1.736 -1.987 -0.151 -0.0984
N -1.0000 2.1491 4.7273 0.942 1.203 -0.069 -0.1349
H -2.0509 1.5293 2.5273 0.313 0.362 0.323 0.1754
H -2.9852 0.2926 3.2650 -0.032 0.136 -0.105 0.1608
H -0.5520 2.4064 3.8568 0.235 0.020 0.564 0.2510
H -0.7573 2.6886 5.5390 -0.107 -0.214 0.115 0.2170
C 0.7123 3.5338 -3.9348 -0.187 -0.478 0.450 0.5298
O -0.3072 3.0727 -4.4485 0.467 0.488 -0.187 -0.6902
N 0.9065 3.4295 -2.5992 -0.026 -0.441 0.341 0.0606
N 1.7613 4.0972 -4.5988 -0.104 0.385 -0.950 -0.3990
H 1.5469 3.9686 -2.0454 -0.057 0.075 0.041 0.1677
H 0.1807 2.9231 -2.1275 0.098 0.183 0.197 -0.1548
H 1.6029 4.4883 -5.5114 -0.150 -0.241 -0.023 0.2542
H 2.5991 4.4036 -4.1447 -0.085 -0.041 0.333 0.1544
C 4.1233 0.3109 0.2698 -1.905 0.014 -0.640 0.5891
O 3.5455 1.1745 -0.3854 0.272 0.234 0.639 -0.6172
N 3.5279 -0.8913 0.5663 1.091 -0.315 0.454 -0.2678
N 5.3480 0.4693 0.8145 0.353 -0.089 0.130 -0.4059
H 2.5678 -1.1312 0.4187 -0.027 0.329 -0.595 0.1458
H 4.1454 -1.6504 0.7961 -0.305 -0.224 0.156 0.1735
H 5.8161 1.3468 0.6921 0.199 -0.156 -0.206 0.2383
H 5.8085 -0.3315 1.2031 0.307 0.252 0.200 0.1464
C 2.7505 4.8458 0.4512 -0.269 -0.771 0.360 0.6055
O 1.5917 4.6361 0.1135 0.603 0.291 -0.360 -0.4673
N 3.5208 5.8853 0.0449 -1.053 -0.079 -0.212 -0.4793
N 3.3830 3.9796 1.3284 0.047 -0.016 0.374 -0.4308
H 3.0331 6.5754 -0.5030 0.416 0.265 0.112 0.2646
H 4.4632 5.9718 0.3614 0.156 0.328 -0.171 0.1362
H 4.2697 4.2547 1.7118 0.173 -0.198 -0.124 0.1453
H 3.2606 2.9994 1.1221 0.109 -0.134 -0.238 0.2716
C -2.0622 5.6763 -1.2192 -0.544 1.232 0.650 0.5504
O -2.0664 6.8206 -1.6622 0.515 -0.974 -0.051 -0.6990
N -2.1850 5.3478 0.0969 -0.168 -0.240 0.846 -0.1187
N -2.0616 4.5160 -1.9209 -0.307 0.394 -1.175 -0.2869
H -2.3788 4.3687 0.2627 0.370 0.581 0.550 0.0923
H -1.8131 5.8915 0.8532 -0.207 0.263 -0.167 0.1945
H -1.9123 3.7073 -1.3505 0.291 -0.432 -0.798 0.0476
H -1.9726 4.5826 -2.9229 0.109 -0.620 0.083 0.1839
C -4.4318 4.5871 3.0849 -0.391 1.563 0.404 0.4360
O -4.9640 5.0275 2.0730 -0.088 -0.674 0.416 -0.6407
N -4.9245 4.8185 4.3661 -0.232 -0.105 -0.959 -0.3648
N -3.2143 4.0055 3.1115 0.592 -0.591 -0.225 -0.1689
H -4.5127 4.4076 5.1798 -0.015 0.020 0.119 0.1613
H -5.7391 5.3977 4.4471 -0.035 -0.119 0.041 0.2225
H -2.7990 3.6308 2.2679 -0.282 0.168 0.174 0.2489
H -2.9613 3.5443 3.9621 0.306 -0.126 0.104 0.2589
C -2.1555 -0.5374 -4.1675 0.931 0.764 -2.669 0.5710
O -2.0171 -0.3787 -5.3904 -0.145 -0.339 1.120 -0.7158
N -1.8118 0.4313 -3.2924 -0.383 0.277 1.103 0.0257
N -2.5833 -1.7084 -3.6441 -0.289 0.461 0.197 -0.3334
H -1.9828 0.2896 -2.3132 0.326 0.138 0.113 0.1631
H -1.3797 1.2891 -3.5918 -0.071 0.132 -0.470 0.0726
H -2.6664 -1.7442 -2.6371 0.159 -1.067 -0.235 0.2537
H -2.4166 -2.4561 -4.2946 -0.375 -0.411 0.515 0.2255
C 1.3387 -7.4691 -0.1299 -0.862 0.510 -0.234 -1.6259
C 1.5496 -6.4227 -1.2476 0.791 -0.045 0.602 1.6071
C 0.6076 -6.6186 -2.4422 -1.296 1.214 1.350 -1.2596
C -0.8360 -6.1089 -2.1577 1.653 -0.545 0.305 -1.1137
C -0.7934 -4.6387 -1.6412 -0.804 -1.975 -1.822 -1.0397
C 0.2030 -4.3347 -0.5119 -0.826 0.482 0.346 1.7630
N 1.4376 -5.0513 -0.6985 0.420 0.114 -1.594 0.3449
O 2.3380 -4.7824 0.3471 -0.393 -0.215 0.265 -0.4585
C 0.4713 -2.8191 -0.5803 -1.638 0.390 0.701 -1.3047
C -0.5571 -4.6558 0.7930 0.053 0.435 1.644 -1.6511
C 2.9473 -6.6246 -1.8297 0.919 -0.359 -0.070 -1.9446
H 1.9863 -7.3568 0.7396 0.559 -0.043 -0.416 0.3110
H 1.4120 -8.4587 -0.5769 -0.039 -0.171 0.367 0.4411
H 0.3521 -7.2951 0.3080 -0.220 -0.487 -0.284 0.3333
H 0.8962 -5.9331 -3.2401 0.662 -0.472 -0.238 0.4029
H 0.6367 -7.6725 -2.7097 0.014 0.083 -0.367 0.4873
H -1.3627 -6.7590 -1.4574 -0.113 -0.079 -0.113 0.3834
H -1.2802 -6.1384 -3.1522 -0.719 0.066 0.306 0.4535
H -1.8574 -4.5438 -1.4169 0.238 0.972 0.761 0.1432
H -0.6762 -4.1077 -2.5888 0.613 0.745 0.458 0.4577
H 0.9228 -2.3045 0.2732 1.181 -0.769 -0.167 0.1213
H 0.8133 -2.5593 -1.5775 0.368 0.315 0.223 0.5609
H -0.5019 -2.3428 -0.3940 -0.261 -0.128 -0.914 0.0306
H -1.4326 -4.0097 0.9052 -0.449 -0.507 -0.664 0.2463
H -0.7813 -5.7064 0.9761 -0.440 0.038 -0.538 0.3147
H -0.1374 -4.3548 1.7682 1.051 0.008 -0.413 0.5047
H 3.1675 -6.0349 -2.7210 -0.227 0.480 0.262 0.4038
H 3.0910 -7.6463 -2.1962 -0.383 -0.169 0.224 0.4161
H 3.7453 -6.4891 -1.0972 -0.129 0.266 0.051 0.3861
H 1.8221 -4.9523 1.1557 0.353 -0.055 0.036 0.3851
O 1.1345 -1.3897 4.0890 0.109 -0.015 -0.100 -0.6060
H 1.5762 -1.2438 4.9321 -0.093 0.008 -0.004 0.3011
H 1.5458 -0.7584 3.4892 -0.024 0.006 0.049 0.2979
O 1.0216 3.3378 3.0617 -0.388 -0.238 -0.166 -0.7051
H 0.4062 3.4408 2.3181 0.270 0.247 -0.041 0.1444
H 1.8934 3.3197 2.6477 -0.038 0.308 -0.031 0.3241
O -2.9600 -1.8673 -0.6939 -0.331 0.367 0.200 -0.7255
H -2.6725 -2.3707 0.0742 -0.025 -0.065 -0.082 0.2652
H -2.6958 -0.9483 -0.4968 0.355 -0.316 0.073 0.4912
```
Forces are in eV/Å.

Properties
E_HOMO = -0.3132 hartree
Electronic energy = -2526.69137 hartree
HOMO-LUMO gap = 7.29 eV
Energy above the lowest of the compared OMol25 structures with the same formula, charge and spin = 79.9 kJ/mol
Spin multiplicity = 1